# C32H54AsCl3MgN10O4

A molecular structure, C32H54AsCl3MgN10O4 in a non-equilibrium geometry (ωB97M-V/def2-TZVPD, the OMol25 dataset).

XYZ file:
```
105
Properties=species:S:1:pos:R:3:forces:R:3:lowdin_charge:R:1
Mg 2.41484 0.70448 -0.12350 -0.5081 -1.2403 -0.3893 0.715
C 1.20697 -0.30114 4.08766 0.0200 -1.0672 1.1923 -0.018
N 0.93571 1.03606 3.64400 0.4420 2.6468 -0.9820 -0.087
C 0.97019 2.15171 4.66555 0.0496 -0.9890 0.7257 0.016
C 1.09916 1.27571 2.33326 -0.2227 0.3240 0.8208 -0.348
O 1.26306 0.31239 1.55432 0.3916 0.8109 -0.7546 -0.019
C 1.09953 2.73121 1.72854 0.0324 -1.4312 -1.1711 0.003
O 2.14201 2.72652 0.66973 0.2709 -0.1372 0.6787 -0.205
C 3.46598 3.33305 0.90546 -1.0483 0.3402 0.2597 -0.026
C 4.62306 2.29112 0.67296 -0.7573 -0.6082 0.1867 -0.330
O 4.31703 1.11938 0.27726 0.0866 1.6401 0.5009 -0.028
N 5.85685 2.64428 1.01357 -0.6998 0.9162 -0.3899 -0.120
C 6.89910 1.64563 1.06453 0.3913 -2.0760 0.4214 -0.015
C 6.18477 4.06288 1.34518 0.9219 -0.9144 -0.8383 0.022
H 0.33396 -0.95226 4.18970 -0.1454 0.3965 -0.0936 0.116
H 1.69359 -0.24966 5.05748 -0.1339 0.0733 0.2102 0.101
H 1.89955 -0.81736 3.44475 0.1809 0.0831 -0.4766 0.082
H 1.02106 3.19339 4.30849 -0.1056 -0.8524 -0.2573 0.086
H 1.84412 1.96119 5.31122 -0.1838 0.1896 -0.3647 0.100
H 0.10858 2.06703 5.34126 0.0437 -0.0070 -0.4303 0.105
H 1.19123 3.54014 2.43462 0.4088 0.1699 -0.0092 0.108
H 0.12949 2.85444 1.18067 0.8332 -0.0908 0.4710 0.146
H 3.48268 3.69575 1.96600 0.1597 -0.2543 -0.9234 0.149
H 3.48614 4.20626 0.20275 0.3702 -0.7632 0.6666 0.162
H 7.72495 1.83196 0.37031 -0.1142 0.4027 0.3006 0.105
H 6.45453 0.67030 0.72043 0.4544 1.0123 0.5247 0.106
H 7.28268 1.49176 2.12822 -0.4622 0.4571 -1.4054 0.131
H 6.86575 4.01975 2.19106 -0.1012 0.2687 0.1213 0.104
H 5.26814 4.54992 1.58806 -0.2217 0.6246 0.3243 0.058
H 6.69971 4.60610 0.50434 -0.5676 -0.7587 0.6684 0.129
Cl -5.69407 4.30638 0.41104 0.2331 0.4037 -0.7094 0.675
C -4.39786 4.13863 -0.81285 0.3941 0.6359 0.9528 -1.587
Cl -4.75916 4.70219 -2.41285 -0.4117 0.4916 -0.2007 0.696
Cl -2.91681 4.94570 -0.16620 -0.1562 0.1144 -0.1532 0.576
C -4.08343 2.74770 -0.90841 -0.2584 -4.9368 0.4899 -0.431
N -4.02909 1.56910 -0.87021 0.2626 3.8103 -0.7322 0.175
C 3.72653 2.02220 -3.89616 -0.2553 0.1268 -0.3807 -0.009
N 2.24282 2.22161 -3.94901 -0.0271 -1.2024 1.5279 -0.108
C 1.74614 3.19410 -4.87259 -0.0020 1.8850 -0.6224 -0.070
C 1.40110 1.71617 -2.96608 1.1688 -0.0206 -0.4838 -0.402
O 1.84469 1.11209 -1.92997 0.1011 1.0203 -1.0535 -0.063
N 0.05435 1.93126 -3.09623 -0.2958 -0.0582 1.0741 -0.124
C -0.76001 1.42946 -4.24684 1.1859 0.9625 -0.3168 0.004
C -0.67233 1.99092 -1.79289 -0.9861 0.9263 -0.8923 -0.030
H 4.19644 2.92652 -3.46103 -0.2392 -0.6900 0.4560 0.097
H 4.27823 1.94934 -4.87183 -1.3684 -0.0985 0.3643 0.110
H 3.88879 1.06885 -3.38909 0.3041 0.4923 0.3222 0.073
H 2.57924 3.87731 -5.18286 -0.6550 -0.4851 0.5367 0.109
H 0.91273 3.81811 -4.43738 0.9085 -0.7678 -0.4267 0.119
H 1.42909 2.74290 -5.80066 -0.3487 -0.1841 -0.2919 0.084
H -0.56988 0.37619 -4.47264 0.0876 0.1353 0.1364 0.101
H -0.52027 2.05776 -5.12981 -0.3478 -0.5983 0.3959 0.081
H -1.80510 1.55368 -4.00519 -0.1620 0.0919 0.1382 0.087
H -0.14821 2.52474 -0.99279 0.5379 -0.4012 -0.4186 0.068
H -0.99545 1.00330 -1.47604 -0.1405 -0.0182 0.2216 0.097
H -1.55623 2.67019 -1.94096 0.5965 -0.9975 -0.1092 0.077
C 1.09851 -2.80638 0.74559 -0.3482 -2.0968 1.1096 0.006
C 2.19080 -2.65015 -0.24651 0.3842 -0.2384 -1.1731 -0.318
N 2.66533 -1.47539 -0.66940 0.2715 -0.4105 1.4126 0.049
C 3.73120 -1.76743 -1.47911 0.7162 1.0821 -1.6326 -0.133
C 3.77245 -3.09729 -1.77279 0.7823 -0.3933 0.5597 -0.030
N 2.85389 -3.67614 -0.90653 -0.8688 0.5426 0.4481 -0.021
C 2.86345 -5.09855 -0.57157 0.5132 -0.7902 1.1135 -0.078
N 1.56286 -5.74522 -0.60477 -1.9565 -1.3164 -0.6775 -0.073
N 1.50234 -7.03237 -0.04105 -0.9363 0.0855 -0.9680 0.053
N 0.41488 -7.66154 -0.41235 1.2141 2.9456 -0.0480 0.088
C -0.30720 -6.74706 -1.20505 -1.9033 -0.6627 -1.4716 -0.183
C -1.57853 -6.92791 -1.95088 2.6130 -0.8090 2.0966 0.009
C -2.03030 -5.88470 -2.67328 0.1895 1.5494 -0.2793 -0.085
C -1.23406 -4.70019 -2.81648 -0.4854 0.1106 0.0150 -0.063
C -0.01330 -4.53218 -2.20308 -0.0253 1.3377 -1.0467 -0.046
C 0.37988 -5.54812 -1.37471 2.5056 -1.9821 1.7084 -0.195
H 1.57405 -2.68469 1.76963 -0.8189 -0.0220 -1.0160 0.098
H 0.63784 -3.89852 0.72365 0.8853 2.4504 -0.0340 0.124
H 0.31558 -2.04427 0.58143 0.4123 -0.4713 0.2107 0.088
H 4.40558 -0.93575 -1.80189 -0.8283 -1.0975 -0.0537 0.120
H 4.39757 -3.72806 -2.43510 -0.4424 0.7323 0.7280 0.142
H 3.20271 -5.27068 0.48781 -0.1066 0.4544 -0.9471 0.153
H 3.63060 -5.61695 -1.20046 -0.8521 0.5355 0.1420 0.149
H -2.05071 -7.89787 -1.89818 -0.2871 0.0982 0.0895 0.114
H -3.01489 -5.87615 -3.12693 0.1982 -0.2756 -0.1727 0.111
H -1.64005 -3.89666 -3.42597 0.1569 -0.1539 -0.0252 0.104
H 0.67983 -3.68793 -2.40678 -0.9110 -0.5094 0.1427 0.118
C -6.06651 -2.95522 2.23128 1.2423 0.4135 -1.7191 -0.171
C -4.83065 -2.00906 2.42816 -1.9822 0.6956 0.4846 -0.427
As -4.65760 -0.34482 1.26751 0.1898 -0.5552 0.0181 1.162
C -6.38236 -0.30322 0.22035 0.3095 -1.0333 0.5033 -0.436
C -7.18218 0.93956 0.44359 0.4057 1.6908 1.8863 -0.200
C -5.06112 1.09757 2.61483 -1.3322 -1.0494 -0.2563 -0.472
C -3.91120 1.43478 3.52854 0.1890 0.8225 -0.0153 -0.200
H -6.09957 -3.69432 3.00545 -0.0464 -0.4717 0.3716 0.056
H -6.08498 -3.45222 1.22607 0.5112 0.1141 0.8399 0.079
H -6.98333 -2.42424 2.19143 -0.9062 0.7223 0.5204 0.034
H -3.94001 -2.62065 2.43712 0.4278 0.2558 -0.0914 0.031
H -4.97282 -1.48978 3.40180 0.3762 -0.7210 -0.1966 0.045
H -6.90079 -1.24852 0.36859 -0.3234 0.1179 0.5070 0.042
H -6.08717 -0.41313 -0.80083 0.4335 0.3899 -0.8222 0.031
H -7.56805 1.09263 1.47112 0.0604 -0.8510 -0.1876 0.076
H -8.05521 1.14933 -0.15154 0.0211 -0.1723 -0.8255 0.072
H -6.47416 1.79662 0.46731 -0.6928 -0.3380 -0.9451 -0.019
H -5.95540 0.73126 3.17906 0.6438 0.4625 -0.3468 0.080
H -5.36059 1.97839 2.03120 0.0321 -0.3447 0.3447 0.003
H -3.14872 0.68546 3.56410 0.4437 -0.8121 0.0947 0.027
H -4.24163 1.61563 4.55584 0.1116 0.1837 -0.1828 0.075
H -3.40295 2.32368 3.12542 -0.0977 -0.0190 0.3749 0.059
```
Forces are in eV/Å.

Properties
* Kohn-Sham gap: 0.2339 Ha
* energy relative to the best compared isomer or geometry (same formula, charge and spin): 245.71 kJ/mol
* LUMO: -4.73 eV
* net charge: +2
* E_HOMO: -11.10 eV